# 1
ORCA calculation (the ωB97M-V functional and the def2-TZVPD basis) on a 4-piece molecular cluster, C23H47F2NO19P3S overall at a distorted geometry.

```
96
Properties=species:S:1:pos:R:3:forces:R:3:lowdin_charge:R:1
C 4.512409 2.197480 1.657373 0.167 0.093 0.267 -0.11
C 3.635141 1.765062 0.325835 0.977 -0.575 0.567 -0.15
C 4.126294 0.237592 -0.079938 0.221 0.836 -0.393 -0.17
F 4.662174 0.213470 -1.493026 -1.705 -0.349 3.344 -0.08
C 2.810399 -0.738189 0.060392 -2.508 -1.361 -1.269 0.09
C 1.651877 -0.442140 -1.112024 -2.172 -1.649 0.215 0.02
O 1.775026 0.617194 -2.138349 -0.276 -3.177 2.891 0.01
C 0.288136 -1.346337 -1.137152 2.732 -0.671 1.909 -0.01
O -0.794541 -1.173275 -2.150803 3.913 -0.722 1.840 -0.01
C 0.173987 -2.504662 0.065013 1.798 0.991 -0.413 0.09
C -1.241449 -3.362891 0.025235 -0.662 1.123 0.710 -0.17
O -1.206166 -4.520361 -0.902692 -3.300 1.205 0.048 -0.07
C -2.619838 -4.729937 -1.343587 -2.321 -1.366 -5.901 -0.23
C -3.878329 -4.754494 -0.263221 -0.285 0.021 0.015 -0.02
O -2.933109 -4.948059 -2.644129 2.518 1.868 9.274 -0.03
C 1.384356 -2.744512 1.194748 -1.069 3.648 -3.876 -0.05
S 1.202450 -4.119998 2.509351 2.883 -7.564 1.048 0.92
O 0.260095 -5.267899 2.082230 2.019 5.852 1.322 -0.29
O 2.580132 -4.828195 2.816660 -5.108 4.636 -0.878 -0.32
F 0.679008 -3.335226 3.981653 0.896 -1.165 -3.486 -0.24
N 2.625694 -1.824222 1.141387 -2.163 1.170 -2.563 0.00
C 3.768578 -1.927035 2.173814 1.244 0.310 1.760 -0.14
C 5.077437 -2.743859 1.625924 0.384 -0.377 -0.110 -0.13
C 4.902271 -3.470987 0.171182 1.746 -0.517 -0.798 -0.24
O 4.040667 -4.663261 0.159841 2.038 -0.117 -0.585 -0.14
H 5.634503 2.477902 1.374026 -2.543 -0.567 0.423 0.10
H 4.594420 1.330212 2.463171 -0.403 1.741 -1.702 0.07
H 3.999870 3.107128 2.185247 1.038 -1.759 -1.028 0.09
H 3.916328 2.495732 -0.546327 -0.862 -1.579 1.587 0.14
H 2.489099 1.718157 0.568090 2.261 0.445 -0.549 0.12
H 5.033598 -0.035548 0.599055 -1.882 0.056 -1.445 0.14
H 1.029366 0.577823 -2.806464 0.841 -0.295 1.361 0.13
H -0.434810 -1.365289 -3.081808 -0.444 0.123 1.867 0.16
H -2.064397 -2.632051 -0.398603 1.981 -1.053 0.942 0.14
H -1.604408 -3.663893 1.111188 1.171 0.445 -2.241 0.14
H -4.022621 -3.705238 0.278283 0.596 -2.371 -1.008 0.10
H -4.906364 -4.948515 -0.831307 2.663 0.395 0.859 0.11
H -3.755551 -5.643836 0.513889 0.045 2.103 -1.563 0.12
H 4.161037 -0.840977 2.479105 -1.421 -2.256 -0.979 0.12
H 3.388791 -2.385492 3.209410 0.458 0.843 -2.705 0.14
H 5.992906 -1.978524 1.586360 -2.056 -1.677 -0.187 0.13
H 5.391645 -3.558516 2.418923 -0.890 1.598 -1.644 0.14
H 4.549024 -2.777349 -0.702363 0.617 -0.886 1.839 0.12
H 5.989266 -3.853848 -0.141516 -2.190 1.201 0.767 0.15
H 4.594331 -5.401911 -0.276712 -1.499 1.785 1.140 0.13
C 0.047190 5.343234 6.300550 0.149 0.836 0.648 -0.14
O 0.860749 4.392401 5.653156 0.049 -2.064 2.328 -0.26
P 0.407901 2.733343 5.465013 -1.387 1.984 -9.740 0.76
O 1.241530 2.668743 4.178408 0.875 -0.227 1.651 -0.32
O -1.142005 3.158140 5.085775 0.511 -1.366 1.695 -0.29
C -1.412971 3.976123 3.958980 -0.116 0.540 -0.377 -0.11
O -0.044947 1.074285 5.276869 -0.145 0.854 3.244 -0.26
C 1.023949 0.146573 5.325019 0.250 -0.298 0.092 -0.16
H 0.681148 5.960049 6.946906 -0.142 -0.156 0.001 0.09
H -0.389261 6.007448 5.545948 -0.064 -0.246 0.031 0.09
H -0.736036 4.880613 6.897296 -0.136 0.125 -0.105 0.09
H -0.508052 4.341643 3.469466 0.003 -0.159 0.105 0.09
H -2.000058 4.828759 4.290759 -0.052 0.093 -0.049 0.08
H -2.017669 3.412241 3.237124 0.217 -0.051 0.253 0.10
H 1.681658 0.368517 6.169254 0.125 -0.291 -0.173 0.09
H 1.589757 0.172289 4.389555 0.042 0.227 0.092 0.07
H 0.608937 -0.856529 5.447669 -0.132 0.172 0.148 0.08
C -4.200963 7.607746 -0.882933 -0.105 -0.360 -0.878 -0.15
O -3.301918 7.363996 0.174130 2.054 1.941 -1.060 -0.27
P -2.680193 8.616215 1.193124 -5.550 -3.529 7.578 0.76
O -2.549082 7.599476 2.334839 1.305 0.082 -1.470 -0.30
O -4.162840 9.338057 1.277869 1.555 0.983 -0.755 -0.29
C -5.277471 8.641212 1.810966 -0.392 -0.290 0.089 -0.12
O -2.058467 9.868435 2.212117 0.454 0.718 -3.393 -0.26
C -0.731100 9.675168 2.666266 0.522 -0.066 0.229 -0.15
H -3.888493 7.013380 -1.748514 -0.016 0.188 0.055 0.09
H -5.195918 7.254137 -0.589472 0.116 0.201 0.067 0.09
H -4.238621 8.658945 -1.160654 -0.212 -0.013 0.009 0.09
H -5.055190 7.599101 2.049087 0.170 0.124 0.018 0.09
H -6.078963 8.669150 1.077094 -0.111 0.008 -0.073 0.08
H -5.630442 9.156011 2.713791 0.294 -0.047 -0.188 0.10
H -0.086732 9.370849 1.837562 0.185 0.036 0.280 0.08
H -0.708062 8.921253 3.458084 -0.076 -0.056 -0.245 0.08
H -0.363727 10.617643 3.078906 -0.165 0.022 -0.223 0.09
C -2.942745 -5.677446 -9.322926 -0.674 0.404 -0.549 -0.15
O -2.109935 -5.194386 -8.294257 -2.066 -0.506 2.149 -0.27
P -1.704303 -6.123633 -6.892506 9.370 -0.860 -3.322 0.76
O -0.372367 -5.367791 -6.797039 -1.713 0.795 0.611 -0.30
O -1.491950 -7.482632 -7.806022 -1.349 -0.002 1.383 -0.30
C -0.519941 -7.515785 -8.838633 0.247 0.051 -0.395 -0.12
O -1.298670 -7.052881 -5.490755 -3.336 0.011 -0.637 -0.25
C -1.139429 -6.308062 -4.296856 -0.034 0.396 0.177 -0.17
H -3.632791 -4.878307 -9.615078 0.002 -0.177 0.080 0.09
H -2.325401 -5.908374 -10.198513 -0.030 -0.121 0.203 0.09
H -3.511799 -6.553219 -9.018349 0.061 -0.097 -0.176 0.09
H -0.034429 -6.551047 -8.998840 -0.063 -0.026 0.200 0.09
H -1.012281 -7.816974 -9.759841 -0.043 -0.049 -0.119 0.08
H 0.238518 -8.272446 -8.600087 -0.221 0.212 0.158 0.10
H -1.964025 -5.600651 -4.177760 0.625 -0.335 0.042 0.04
H -0.184452 -5.775336 -4.307717 -0.099 0.028 -0.178 0.08
H -1.136371 -7.000901 -3.452192 -0.203 -0.074 -0.178 0.09
```
Positions in Å, forces in eV/Å.

Output
Charge: +1
E_LUMO: -5.612 eV
Total energy: -4009.7519 hartree
2S+1: 1
E_HOMO: -10.6 eV
HOMO-LUMO gap: 5.03 eV



# 2
ORCA calculation (the ωB97M-V functional and the def2-TZVPD basis) on a 3-piece molecular cluster, C23H47FN3O7PS overall at a distorted geometry.

```
83
Properties=species:S:1:pos:R:3:forces:R:3:lowdin_spin:R:1
O -2.117858 -0.624146 1.059735 0.321 2.533 0.448 0.00
C -2.216272 -1.787350 1.072582 -0.597 -1.293 -0.342 0.00
O -1.827989 -2.552131 2.125727 0.161 -0.588 -1.233 0.00
C -1.510547 -3.902055 1.713968 -0.693 -0.853 0.829 0.00
C -2.484113 -4.938146 2.393764 0.133 -0.058 -0.726 0.00
C -1.689011 -6.094337 3.064999 0.382 0.554 -0.182 0.00
C -1.181026 -5.784582 4.520237 0.144 -0.946 -0.946 0.00
N -1.488958 -4.379331 4.954525 -0.551 -0.141 2.069 0.00
P -2.786412 -4.400367 6.113956 -1.379 1.330 0.484 0.00
O -2.849799 -3.219706 6.990660 0.478 -0.119 -0.058 0.00
S -0.078703 -3.661357 5.548053 3.536 -0.734 -1.510 0.00
O 0.610331 -4.493462 6.481575 -1.592 0.427 1.363 0.00
O 0.746138 -3.450719 4.402331 -1.007 0.802 -0.526 0.00
F -0.390472 -2.247821 6.147687 -0.659 -1.473 -0.410 0.00
H -2.704305 -2.251429 0.179334 0.420 -0.766 0.677 0.00
H -1.603410 -3.980492 0.616171 0.252 0.011 0.481 0.00
H -0.483006 -4.150299 2.032999 -0.342 0.558 -0.245 0.00
H -3.130753 -5.363211 1.597523 0.320 0.133 0.490 0.00
H -3.161900 -4.393230 3.072857 0.410 -0.289 -0.164 0.00
H -0.779911 -6.253292 2.447272 -0.563 -0.051 0.240 0.00
H -2.239980 -7.050571 3.043552 0.105 0.513 0.165 0.00
H -1.634098 -6.531427 5.206388 0.172 0.657 -0.121 0.00
H -0.094596 -5.978162 4.566165 -0.564 0.328 0.096 0.00
H -3.973531 -4.426151 5.322318 0.685 -0.597 -0.194 0.00
H -2.805577 -5.606933 6.869540 0.445 0.010 -0.668 0.00
C 1.547895 -0.498879 3.125386 -0.252 0.258 -0.007 0.00
C 2.905847 -0.522514 2.377740 -1.145 -0.535 1.793 0.03
C 3.787711 0.629442 2.878685 0.231 0.377 -0.349 0.01
C 3.336224 1.998986 2.375797 -0.050 -0.029 -0.011 0.00
C 3.191652 2.002850 0.856137 0.474 -0.123 0.377 0.01
C 2.306533 0.864749 0.332591 -1.840 1.091 -0.561 0.03
N 2.683273 -0.460639 0.902104 2.839 0.789 -0.292 0.35
O 3.780403 -0.856311 0.308403 -0.733 -0.502 -0.141 0.56
C 0.828201 1.170409 0.646311 -0.134 0.054 0.313 0.00
C 2.361144 0.862964 -1.200163 0.534 -0.498 -0.169 0.00
C 3.540495 -1.854528 2.799431 0.429 -0.173 -0.629 0.00
H 1.585446 -1.094400 4.036791 0.207 -0.012 -0.101 0.00
H 1.251258 0.502664 3.439112 -0.047 0.008 -0.154 0.00
H 0.746947 -0.921909 2.516595 0.032 0.038 0.002 0.00
H 4.823597 0.466721 2.560934 -0.072 -0.115 -0.104 0.00
H 3.802287 0.635609 3.971986 -0.116 -0.210 -0.037 0.00
H 2.392871 2.289701 2.846411 -0.012 -0.046 -0.015 0.00
H 4.066192 2.755859 2.673978 -0.027 -0.021 0.001 0.00
H 2.787646 2.966135 0.535406 -0.148 -0.123 -0.136 0.00
H 4.190720 1.928540 0.412590 -0.057 -0.163 -0.048 0.00
H 0.188033 0.335281 0.359407 0.038 0.005 0.054 0.00
H 0.487506 2.046441 0.088956 0.185 -0.045 -0.092 0.00
H 0.639730 1.398827 1.692340 0.000 -0.115 0.002 0.00
H 3.376894 0.770248 -1.585971 -0.012 -0.155 0.119 0.00
H 1.964212 1.798175 -1.599318 -0.084 0.022 0.264 0.00
H 1.762702 0.046467 -1.611774 0.035 -0.006 0.048 0.00
H 2.928441 -2.698071 2.472480 -0.004 0.048 0.010 0.00
H 3.625134 -1.906220 3.885565 -0.191 0.184 -0.024 0.00
H 4.547730 -1.986886 2.402943 -0.103 0.058 -0.165 0.00
C -0.240681 1.405558 -4.242821 -0.316 -0.217 0.077 0.00
C 0.091445 2.885766 -4.560027 0.691 -1.876 0.811 0.03
C -0.110359 3.738750 -3.300137 -0.342 0.448 0.019 0.01
C -1.579982 3.963244 -2.950200 -0.010 -0.054 -0.053 0.00
C -2.348071 4.514670 -4.149323 0.482 0.175 0.320 0.01
C -2.170346 3.672149 -5.419138 -1.902 -0.980 -0.192 0.03
N -0.738156 3.366509 -5.704427 0.629 2.725 0.821 0.34
O -0.183351 4.451321 -6.179392 -0.033 -0.695 -0.544 0.57
C -2.975187 2.362468 -5.288497 0.038 -0.271 0.277 0.00
C -2.841560 4.397564 -6.593451 0.533 0.350 -0.269 0.00
C 1.585556 2.865523 -4.910954 0.052 0.562 -0.485 0.00
H 0.637051 0.862085 -3.890446 0.085 0.227 -0.004 0.00
H -0.986855 1.295572 -3.455148 -0.076 0.016 -0.099 0.00
H -0.592634 0.874056 -5.128681 -0.025 0.092 0.002 0.00
H 0.367411 4.715237 -3.435522 0.009 -0.053 -0.168 0.00
H 0.392965 3.268904 -2.450480 0.076 -0.136 -0.169 0.00
H -2.039276 3.034171 -2.600609 0.026 -0.015 -0.028 0.00
H -1.652795 4.665866 -2.116392 0.001 -0.033 -0.016 0.00
H -3.408411 4.585705 -3.896005 -0.039 -0.095 -0.202 0.00
H -2.009861 5.539772 -4.335329 0.069 -0.076 -0.157 0.00
H -2.796013 1.707684 -6.143689 0.058 0.045 0.018 0.00
H -4.046119 2.573061 -5.258343 0.088 0.169 -0.060 0.00
H -2.760084 1.803908 -4.380365 0.087 -0.008 -0.045 0.00
H -2.452235 5.404797 -6.741149 0.153 -0.108 -0.002 0.00
H -3.913044 4.500048 -6.413682 0.066 -0.165 0.178 0.00
H -2.712072 3.840722 -7.524123 0.048 0.011 0.044 0.00
H 1.769243 2.252390 -5.796381 -0.038 0.035 0.013 0.00
H 2.162142 2.442462 -4.086617 -0.242 -0.079 0.070 0.00
H 1.990315 3.861028 -5.093447 -0.161 -0.004 -0.120 0.00
```
Positions in Å, forces in eV/Å.

Output
E_LUMO (spin up / spin down): 0.284 / 0.262 eV
Total energy: -2434.7355 hartree
2S+1: 3
<S²>: 2.008
E_HOMO (spin up / spin down): -8.5 / -9.2 eV
HOMO-LUMO gap (spin up / spin down): 8.74 / 9.46 eV
Energy above the lowest of the compared OMol25 structures with the same formula, charge and spin: 0.0 kcal/mol